--- one ---
ORCA calculation (the ωB97M-V functional and the def2-TZVPD basis) on C3H12N6O3Tl as an isolated structure.

```
! RIJCOSX wB97M-V def2-TZVPD def2/J DEFGRID3
* xyz 3 1
Tl -14.76 -16.96 7.40
O -14.69 -18.65 4.96
O -16.84 -18.19 8.70
O -17.29 -15.46 7.37
N -19.28 -14.57 7.03
N -17.79 -20.04 9.21
N -13.79 -20.23 3.56
N -14.33 -18.26 2.88
N -18.84 -18.24 9.72
N -17.63 -14.10 5.77
C -17.75 -18.79 9.22
C -14.28 -19.05 3.87
C -18.10 -14.78 6.75
H -17.26 -20.62 8.58
H -19.44 -18.83 10.28
H -19.86 -14.90 7.79
H -13.65 -20.83 4.36
H -18.90 -17.27 10.01
H -14.47 -17.26 2.87
H -13.72 -18.66 2.18
H -13.69 -20.56 2.61
H -16.68 -14.34 5.52
H -19.84 -14.13 6.32
H -18.31 -13.52 5.30
H -18.51 -20.51 9.75
*
```

Output
Orbital gap ... 2.52 eV

These are the Löwdin partial charges, in e, on atoms 1 to 5: number 1, Tl, carries 1.25; number 2, O, carries 0.02; number 3, O, carries 0.01; number 4, O, carries 0.06; number 5, N, carries 0.31

--- two ---
ORCA calculation (the ωB97M-V functional and the def2-TZVPD basis) on C3H12N6O3Tl as an isolated structure.

```
! RIJCOSX wB97M-V def2-TZVPD def2/J DEFGRID3
* xyz 3 1
Tl -0.12 -0.94 1.71
O 2.36 -2.28 0.89
O -2.12 -0.42 -0.33
O -1.19 1.82 1.52
N 3.66 -3.90 1.86
N 4.62 -2.20 0.68
N -0.54 2.98 -0.33
N -1.62 -0.10 -2.54
N -3.79 -0.28 -1.91
N -2.01 3.92 1.11
C -1.33 2.80 0.78
C -2.47 -0.28 -1.52
C 3.48 -2.77 1.12
H -2.20 4.63 0.42
H -4.49 -0.63 -1.26
H -2.60 3.91 1.94
H -1.97 -0.05 -3.48
H 4.46 -1.28 0.29
H 4.58 -4.18 2.16
H 5.52 -2.52 1.00
H -0.63 -0.01 -2.34
H -0.47 3.88 -0.78
H 0.01 2.18 -0.61
H -4.08 0.05 -2.82
H 2.95 -4.34 2.43
*
```

Output
Orbital gap ... 2.10 eV

These are the Löwdin partial charges, in e, on atoms 1 to 5: number 1, Tl, carries 1.24; number 2, O, carries -0.06; number 3, O, carries -0.05; number 4, O, carries 0.00; number 5, N, carries 0.31

Energy above the most stable structure, in hartree: one 0.0691; two 0.0000